The following is a DFT calculation (ωB97M-V/def2-TZVPD) of a cluster of 5 separate species, C32H60ClF10IN2O6P in total.

Computed properties:
- E (eV) = -106497.0291
- LUMO energy (eV) = -4.4114
- Kohn-Sham gap (eV) = 6.62
- M (g mol⁻¹) = 952.15

The geometry in ORCA input format:
```
! RIJCOSX wB97M-V def2-TZVPD def2/J DEFGRID3
* xyz 1 1
C 1.669 -4.916 3.101
C 1.708 -3.483 3.788
N 2.441 -3.357 4.879
C 0.917 -2.187 3.331
C 1.083 -1.775 1.795
C 2.474 -1.925 1.053
F 2.660 -3.275 0.633
F 2.515 -1.169 -0.162
C 3.771 -1.537 1.889
F 3.555 -0.661 2.962
F 4.362 -2.705 2.424
C 4.941 -0.857 0.997
F 5.316 -1.628 -0.092
F 4.662 0.482 0.682
F 6.070 -0.807 1.851
C 0.819 -0.174 1.663
N -0.411 0.237 1.453
C -0.779 1.673 1.324
C 0.372 2.606 0.732
C 0.964 2.132 -0.677
I -0.562 1.563 -2.126
C -1.275 -1.002 1.438
P -2.926 -0.823 0.505
C -3.950 0.406 1.536
O -3.812 -2.295 0.579
C -0.276 -2.215 1.047
Cl -1.074 -3.799 1.504
C -0.292 -2.259 -0.574
O -1.284 -3.265 -0.965
C -1.659 -3.096 -2.303
F -2.279 -1.870 -2.583
F -2.601 -4.086 -2.654
F -0.563 -3.291 -3.155
H 1.392 -4.922 2.003
H 0.923 -5.589 3.648
H 2.688 -5.421 3.230
H 2.858 -4.294 5.054
H -0.177 -2.284 3.662
H 1.329 -1.311 3.953
H 1.715 0.513 1.745
H -1.720 1.840 0.716
H -0.982 2.048 2.394
H 1.184 2.797 1.525
H -0.117 3.629 0.544
H 1.705 1.279 -0.465
H 1.614 2.978 -1.102
H -1.602 -1.042 2.546
H -4.772 -0.135 2.137
H -4.410 1.206 0.869
H -3.284 0.932 2.297
H -4.482 -2.151 1.293
H -0.464 -1.254 -1.072
H 0.717 -2.697 -0.905
C 0.206 -2.426 -5.756
C 0.375 -2.037 -7.214
O 1.714 -1.713 -7.564
C 2.677 -2.742 -7.387
C 2.392 -3.991 -8.202
H 0.558 -1.622 -5.103
H -0.846 -2.622 -5.534
H 0.773 -3.324 -5.504
H -0.221 -1.143 -7.413
H -0.011 -2.818 -7.878
H 2.784 -2.982 -6.323
H 3.636 -2.325 -7.705
H 1.447 -4.458 -7.917
H 3.185 -4.729 -8.060
H 2.327 -3.746 -9.266
C -8.105 -1.527 4.470
C -7.282 -1.448 3.197
O -7.159 -2.694 2.522
C -8.372 -3.301 2.091
C -9.166 -2.449 1.116
H -7.676 -2.260 5.158
H -8.130 -0.553 4.967
H -9.135 -1.827 4.272
H -6.266 -1.133 3.450
H -7.679 -0.688 2.515
H -8.981 -3.583 2.955
H -8.091 -4.234 1.596
H -9.484 -1.506 1.563
H -10.061 -2.982 0.787
H -8.559 -2.207 0.239
C 4.573 1.679 -3.794
C 3.654 2.767 -4.321
O 3.583 3.909 -3.475
C 4.805 4.598 -3.243
C 5.452 5.135 -4.507
H 4.257 1.361 -2.796
H 4.555 0.812 -4.460
H 5.606 2.019 -3.717
H 2.638 2.370 -4.389
H 3.936 3.066 -5.336
H 5.499 3.959 -2.686
H 4.567 5.438 -2.585
H 5.724 4.334 -5.198
H 6.362 5.689 -4.264
H 4.765 5.802 -5.034
C 0.939 4.889 6.065
C 1.402 4.544 4.661
O 0.408 4.755 3.664
C -0.077 6.087 3.530
C 1.001 7.094 3.171
H 0.048 4.311 6.327
H 1.726 4.667 6.790
H 0.684 5.945 6.162
H 1.655 3.480 4.624
H 2.317 5.087 4.402
H -0.612 6.387 4.436
H -0.820 6.065 2.728
H 1.766 7.166 3.946
H 0.565 8.087 3.039
H 1.502 6.804 2.243
*
```



The following is a DFT calculation (ωB97M-V/def2-TZVPD) of the molecule C3H9N3O.

Computed properties:
- SMILES string = NCCNC(N)=O
- E (eV) = -9774.7148
- LUMO energy (eV) = 0.7057
- Kohn-Sham gap (eV) = 10.10
- M (g mol⁻¹) = 103.12
- relative energy (zero: lowest compared OMol25 entry of this formula, charge and spin) (eV) = 0.824

The geometry in ORCA input format:
```
! RIJCOSX wB97M-V def2-TZVPD def2/J DEFGRID3
* xyz 0 1
N 1.667 -1.750 -1.156
C 1.295 -0.348 -0.776
C -0.212 -0.328 -0.482
N -0.739 1.019 -0.311
C -1.130 1.621 0.886
N -1.407 0.772 1.955
O -1.259 2.822 0.898
H 2.485 -2.033 -0.633
H 0.910 -2.404 -1.020
H 1.495 0.227 -1.674
H 1.874 -0.079 0.099
H -0.670 -0.713 -1.404
H -0.535 -0.979 0.323
H -0.434 1.692 -0.975
H -2.379 0.580 2.151
H -0.960 -0.098 2.118
*
```



The following is a DFT calculation (ωB97M-V/def2-TZVPD) of a cluster of 2 separate species, C2H10N2O in total.

Computed properties:
- E (eV) = -7262.1682
- LUMO energy (alpha / beta) (eV) = 4.1454 / 4.1702
- Kohn-Sham gap (alpha / beta) (eV) = 2.74 / 9.32
- M (g mol⁻¹) = 78.12
- relative energy (zero: lowest compared OMol25 entry of this formula, charge and spin) (eV) = 0.341

The geometry in ORCA input format:
```
! RIJCOSX wB97M-V def2-TZVPD def2/J DEFGRID3
* xyz -1 2
C 0.208 -0.007 -1.162
C 0.286 -1.440 -0.644
N 1.197 -1.539 0.485
N -0.007 0.969 -0.122
H 1.184 0.209 -1.640
H -0.627 0.098 -1.876
H -0.691 -1.764 -0.227
H 0.527 -2.114 -1.505
H 2.175 -1.457 0.231
H 1.037 -2.402 0.993
H 0.340 0.733 0.799
H 0.275 1.934 -0.260
H -2.453 2.731 1.244
H -1.306 1.839 1.687
O -2.146 2.209 1.998
*
```



The following is a DFT calculation (ωB97M-V/def2-TZVPD) of a structure of composition C3H6N2O.

Computed properties:
- E (eV) = -8230.6019
- LUMO energy (eV) = 0.8098
- Kohn-Sham gap (eV) = 8.66
- M (g mol⁻¹) = 86.09
- relative energy (zero: lowest compared OMol25 entry of this formula, charge and spin) (eV) = 6.097

The geometry in ORCA input format:
```
! RIJCOSX wB97M-V def2-TZVPD def2/J DEFGRID3
* xyz 0 1
C -1.084 0.530 0.109
C -2.065 -0.411 -0.207
C 1.144 -0.568 -0.066
H 1.634 1.512 -0.187
H -1.532 1.482 0.390
H -1.799 -1.738 -0.135
H -3.086 -0.078 -0.111
H 0.585 -1.521 0.547
H 2.953 -1.006 0.076
N 0.181 0.463 -0.247
N 2.383 -0.280 -0.103
O 0.687 1.614 -0.066
*
```



The following is a DFT calculation (ωB97M-V/def2-TZVPD) of a cluster of 6 separate species, C34H31BN3O12 in total.

Computed properties:
- E (eV) = -65467.5797
- LUMO energy (eV) = -4.1455
- Kohn-Sham gap (eV) = 7.26
- M (g mol⁻¹) = 684.44
- relative energy (zero: lowest compared OMol25 entry of this formula, charge and spin) (eV) = 0.000

The geometry in ORCA input format:
```
! RIJCOSX wB97M-V def2-TZVPD def2/J DEFGRID3
* xyz 1 1
N -1.604 2.971 -1.872
C -1.791 3.405 -3.147
N -2.165 2.542 -4.106
C -1.328 2.671 -5.352
C -1.510 4.104 -5.831
C -0.953 5.057 -4.763
B 0.624 4.986 -4.591
O 1.102 3.919 -3.841
O 1.461 5.894 -5.161
N -1.577 4.739 -3.428
H -0.720 3.182 -1.428
H -2.338 2.537 -1.328
H -2.137 1.599 -3.726
H -0.301 2.481 -5.048
H -1.629 1.946 -6.101
H -1.096 4.256 -6.826
H -2.585 4.289 -5.871
H -1.215 6.073 -5.059
H 0.897 4.014 -2.903
H 2.193 5.469 -5.630
H -2.431 5.269 -3.277
C 4.514 0.757 -2.032
C 3.237 0.681 -1.665
C 2.493 1.889 -1.256
O 1.317 1.845 -0.928
C 3.209 3.181 -1.277
C 4.476 3.276 -1.665
C 5.236 2.057 -2.063
O 6.392 2.131 -2.409
H 5.081 -0.116 -2.328
H 2.695 -0.256 -1.644
H 2.626 4.042 -0.970
H 5.011 4.216 -1.709
C 4.609 -2.406 3.390
C 4.861 -2.463 2.085
C 3.920 -1.884 1.095
O 4.146 -1.936 -0.097
C 2.686 -1.239 1.611
C 2.434 -1.182 2.915
C 3.375 -1.760 3.908
O 3.135 -1.708 5.095
H 5.284 -2.826 4.126
H 5.752 -2.929 1.684
H 2.010 -0.826 0.871
H 1.541 -0.720 3.317
C -6.456 1.576 0.823
C -7.637 1.857 0.276
C -7.769 2.167 -1.174
O -8.837 2.429 -1.673
C -6.526 2.145 -1.997
C -5.356 1.856 -1.439
C -5.227 1.557 0.003
O -4.129 1.320 0.472
H -6.337 1.355 1.876
H -8.554 1.879 0.852
H -6.642 2.370 -3.050
H -4.429 1.810 -1.999
C -0.983 -3.572 1.363
C -2.091 -4.113 1.864
C -3.344 -3.324 1.995
O -4.354 -3.812 2.450
C -3.310 -1.908 1.546
C -2.202 -1.369 1.047
C -0.952 -2.158 0.914
O 0.055 -1.661 0.452
H -0.060 -4.128 1.258
H -2.138 -5.142 2.197
H -4.230 -1.347 1.651
H -2.159 -0.339 0.717
C 3.400 -7.274 5.380
C 2.113 -7.351 5.708
C 1.339 -6.140 6.088
O 0.165 -6.212 6.382
C 2.057 -4.841 6.090
C 3.344 -4.766 5.765
C 4.114 -5.973 5.381
O 5.285 -5.894 5.072
H 3.983 -8.141 5.098
H 1.569 -8.287 5.714
H 1.477 -3.969 6.369
H 3.884 -3.830 5.765
*
```



The following is a DFT calculation (ωB97M-V/def2-TZVPD) of a cluster of 2 separate species, C5H7NO in total.

Computed properties:
- SMILES string = [H]/N=C1\OC=C2C[C@H]21.[H][H]
- E (eV) = -8831.4082
- LUMO energy (eV) = 0.3155
- Kohn-Sham gap (eV) = 8.96
- M (g mol⁻¹) = 97.12
- relative energy (zero: lowest compared OMol25 entry of this formula, charge and spin) (eV) = 4.795

The geometry in ORCA input format:
```
! RIJCOSX wB97M-V def2-TZVPD def2/J DEFGRID3
* xyz 0 1
H 2.859 -1.737 0.370
N 1.888 -2.027 0.480
C 1.132 -1.037 0.338
O 1.639 0.263 0.089
C 0.584 1.103 0.029
C -0.603 0.533 0.351
C -1.332 -0.460 -0.478
C -0.326 -0.909 0.570
H 0.843 2.126 -0.228
H -1.044 -0.549 -1.525
H -2.374 -0.699 -0.282
H -0.727 -1.397 1.455
H -1.130 2.561 -0.890
H -1.409 2.229 -0.279
*
```



Question: Among the records above, which one has the highest M?
Answer: C32H60ClF10IN2O6P